Record 1
Molecular formula: C6H6O2
Method: DFT, ωB97M-V/def2-TZVPD

```
14
C6H6O2 | the Open Molecules 2025 dataset | ωB97M-V/def2-TZVPD
C -2.107 0.506 -0.065
C -0.670 0.444 -0.084
C 0.133 -0.600 -0.475
C 1.569 -0.436 -0.109
C 1.708 1.069 0.019
C 0.413 1.586 0.037
H -2.065 -2.084 -0.038
H -2.466 0.846 1.087
H -2.753 0.918 -0.833
H -0.365 -1.659 -0.687
H 2.807 1.355 0.070
H 0.058 2.706 0.363
O -2.694 -0.901 0.252
O 2.507 -1.286 0.261
```

Properties
- HOMO-LUMO gap: 7.99 eV
- Total energy: -382.46572 Eh
- Relative energy (zero: lowest compared OMol25 entry of this formula, charge and spin): 577.7 kJ/mol
- HOMO level: -9.3 eV
- LUMO level: -1.352 eV


Record 2
Molecular formula: C29H27AsCl2N7NaO4
Method: DFT, ωB97M-V/def2-TZVPD

```
71
C29H27AsCl2N7NaO4 | the Open Molecules 2025 dataset | ωB97M-V/def2-TZVPD
Na 0.718 -0.258 -1.052
O 3.344 -1.617 2.409
C 2.726 -1.058 1.468
N 1.694 -1.490 0.786
C 1.269 -2.805 1.157
C 0.289 -3.402 0.175
C -0.312 -4.632 0.469
C -1.186 -5.197 -0.436
C -1.449 -4.526 -1.625
C -0.822 -3.311 -1.836
N 0.019 -2.756 -0.958
C 3.221 0.318 1.037
C 4.124 0.994 1.854
C 4.572 2.244 1.471
C 4.110 2.786 0.279
C 3.214 2.041 -0.472
N 2.782 0.837 -0.111
H 0.798 -2.829 2.154
H 2.120 -3.500 1.245
H -0.079 -5.122 1.408
H -1.661 -6.149 -0.222
H -2.124 -4.928 -2.368
H -0.987 -2.742 -2.745
H 4.440 0.506 2.765
H 5.268 2.795 2.094
H 4.426 3.764 -0.061
H 2.812 2.430 -1.402
O -1.938 3.367 -0.832
C -1.568 2.184 -0.693
O -0.451 1.677 -0.891
C -2.647 1.239 -0.109
C -3.869 1.813 0.349
C -4.812 1.018 0.918
C -4.561 -0.372 1.041
C -5.457 -1.273 1.663
C -5.137 -2.597 1.785
C -3.908 -3.079 1.280
C -3.030 -2.230 0.668
C -3.333 -0.853 0.538
N -2.396 -0.041 -0.028
H -3.985 2.880 0.223
H -5.748 1.425 1.289
H -6.396 -0.892 2.050
H -5.825 -3.280 2.270
H -3.656 -4.128 1.381
H -2.079 -2.573 0.284
Cl -2.254 0.591 5.109
C -2.149 0.120 3.383
Cl -0.516 -0.256 2.874
H -2.515 0.960 2.802
H -2.776 -0.755 3.255
C 1.703 4.331 3.322
As 0.860 3.227 1.914
C -0.987 3.498 2.539
C 0.815 4.625 0.541
H 1.205 5.298 3.425
H 2.752 4.491 3.065
H 1.663 3.800 4.275
H -1.166 4.548 2.779
H -1.169 2.889 3.427
H -1.671 3.203 1.743
H 0.439 5.565 0.954
H 0.158 4.285 -0.262
H 1.821 4.776 0.150
O 0.977 -0.599 -3.444
N 0.269 -1.246 -4.240
C 0.637 -1.247 -5.531
C -0.161 -1.996 -6.438
N -0.797 -2.596 -7.193
C 1.782 -0.556 -6.025
N 2.697 0.011 -6.440
```

Properties
- HOMO-LUMO gap: 6.71 eV
- Charge: -2
- Total energy: -5124.14052 Eh
- Relative energy (zero: lowest compared OMol25 entry of this formula, charge and spin): 27.4 kJ/mol
- HOMO level: -2.9 eV
- LUMO level: 3.854 eV


Record 3
Molecular formula: C4H8O2
Method: DFT, ωB97M-V/def2-TZVPD

```
14
C4H8O2 | the Open Molecules 2025 dataset | ωB97M-V/def2-TZVPD
C 1.976 -0.235 -0.842
C 0.821 -0.733 -0.457
C 0.009 -0.098 0.619
C -1.501 -0.685 0.763
O -0.088 1.473 0.443
O -0.997 1.947 -0.608
H 2.481 -0.578 -1.733
H 2.310 0.555 -0.149
H 0.489 -1.730 -0.837
H 0.432 -0.032 1.582
H -2.110 0.107 0.462
H -1.638 -1.534 0.104
H -1.647 -1.124 1.772
H -0.539 2.668 -1.118
```

Properties
- HOMO-LUMO gap: 10.58 eV
- Total energy: -307.51677 Eh
- Relative energy (zero: lowest compared OMol25 entry of this formula, charge and spin): 513.7 kJ/mol
- SMILES: C=C[C@H](C)OO
- HOMO level: -9.6 eV
- LUMO level: 0.967 eV